This record from OMol25 describes 2 unconnected molecules or ions with the total composition C9H20BrP at a distorted geometry. The level of theory is ωB97M-V/def2-TZVPD.

Each line ends with the Löwdin charge.
Cartesian coordinates (Å):
C1 -0.401993 0.218894 -1.887888  -0.30
P1 -0.661249 -0.114125 -0.078324  0.64
Br1 -0.578563 -2.378092 0.037956  0.26
C2 -2.517883 0.180762 0.269087  -0.75
C3 -2.461780 1.743610 0.166397  -0.14
C4 -3.568482 -0.323573 -0.718246  -0.10
C5 -2.744815 -0.534047 1.655760  -0.13
H1 -0.879176 1.112858 -2.138104  0.00
H2 0.614668 0.133272 -1.936583  -0.02
H3 -1.006628 -0.396257 -2.499161  0.03
H4 -1.918492 2.228518 0.997389  0.08
H5 -2.134783 2.145922 -0.874128  0.10
H6 -3.408786 2.128753 0.384693  0.05
H7 -3.452266 0.198974 -1.597497  0.04
H8 -4.643045 -0.367240 -0.424086  0.11
H9 -3.260502 -1.300626 -0.913707  0.03
H10 -3.131911 -1.501434 1.518706  0.04
H11 -1.861663 -0.572401 2.162756  0.00
H12 -3.487410 0.148382 2.182383  0.11
C6 3.286023 -1.078329 -1.050887  -0.01
C7 3.469162 -0.511481 0.126604  -0.40
C8 4.307513 0.814586 -0.059882  -0.04
C9 3.071311 -1.197269 1.409257  -0.08
H13 2.627089 -1.997146 -1.095000  0.07
H14 3.690624 -0.673097 -1.904886  0.03
H15 3.804126 1.505812 0.568615  0.06
H16 5.265285 0.560192 0.322174  0.06
H17 4.362262 0.995315 -1.094071  0.05
H18 3.981279 -1.160888 2.079911  0.09
H19 2.626470 -2.119485 1.060699  0.04
H20 2.361093 -0.644288 2.123734  0.09

Cartesian forces, eV/Å:
C -2.64 -1.12 1.92
P -0.87 -0.13 0.00
Br 0.08 0.08 -0.33
C 0.73 0.12 -0.15
C 1.01 0.02 0.21
C 0.10 -0.29 1.67
C -2.61 3.95 -1.52
H 0.22 2.22 -0.03
H 2.58 0.07 -1.11
H 0.03 -1.62 -0.70
H 0.62 -0.36 -0.61
H -0.48 -0.81 1.95
H -1.99 0.53 -0.20
H -0.15 1.28 -2.18
H 0.88 0.45 0.26
H 0.09 -2.02 -0.57
H -0.56 -1.14 -0.23
H 2.29 -0.10 1.80
H 0.75 -1.15 -0.17
C -2.62 -2.91 1.70
C 0.98 1.54 -1.09
C -1.44 -2.92 2.24
C 0.30 2.42 1.26
H 1.03 0.87 -0.33
H 0.55 0.67 -1.97
H -0.02 1.40 0.16
H 1.13 0.35 0.46
H -0.06 0.80 -0.98
H -0.68 -1.14 -0.81
H 0.25 -0.56 0.87
H 0.46 -0.49 -1.54

Properties
E_HOMO, eV: -8.76
Electronic energy, eV: -88986.8228
Frontier orbital gap, eV: 9.5
ΔE to the lowest compared entry with this formula, charge and spin, kJ/mol: 53.7
E_LUMO, eV: 0.748
Total charge: 0
Strongest force on any atom, eV/A: 5.0

This record from OMol25 describes 2 unconnected molecules or ions with the total composition C9H20ClN at a distorted geometry. The level of theory is ωB97M-V/def2-TZVPD.

Each line ends with the Löwdin charge.
Cartesian coordinates (Å):
C1 -22.537040 -20.203709 5.280374  -0.10
C2 -24.014174 -20.078464 5.671380  -0.25
C3 -24.148422 -19.302636 6.997592  -0.20
C4 -25.570912 -19.356929 7.498964  -0.12
N1 -25.807370 -18.513026 8.757445  -0.26
C5 -27.188711 -18.870143 9.282174  -0.11
C6 -27.138206 -18.683731 10.796251  -0.14
C7 -25.660329 -18.402657 11.112508  -0.16
C8 -24.871505 -18.855223 9.884571  -0.11
C9 -25.826988 -17.058891 8.387885  0.02
H1 -22.505860 -20.472205 4.219839  0.07
H2 -22.004008 -20.993470 5.800802  0.08
H3 -22.064075 -19.223122 5.321898  0.08
H4 -24.451996 -21.051114 5.923040  0.11
H5 -24.598430 -19.584907 4.896397  0.11
H6 -23.740448 -18.308052 6.799782  0.12
H7 -23.488228 -19.780254 7.723187  0.12
H8 -25.765761 -20.364169 7.867206  0.13
H9 -26.403445 -19.009344 6.888700  0.14
H10 -27.981797 -18.405751 8.702240  0.13
H11 -27.340621 -19.938789 9.111333  0.12
H12 -27.694097 -17.809422 11.143601  0.11
H13 -27.634449 -19.517783 11.290045  0.11
H14 -25.547837 -17.329422 11.269591  0.08
H15 -25.370522 -18.820175 12.075423  0.13
H16 -23.997846 -18.206829 9.940956  0.08
H17 -24.632116 -19.914146 9.921655  0.14
H18 -25.083580 -16.926041 7.607553  0.09
H19 -25.718385 -16.366903 9.219272  0.08
H20 -26.765101 -16.785552 7.897290  0.10
Cl1 -22.997041 -15.586810 10.558377  -0.72

Cartesian forces, eV/Å:
C -0.85 0.01 -1.26
C 0.21 -0.24 1.37
C 0.25 0.22 -1.03
C -0.02 0.59 1.62
N -0.81 -0.24 -0.36
C 0.05 -1.19 0.41
C -0.65 1.12 0.18
C -0.76 -0.23 0.50
C -0.09 1.24 1.60
C 0.05 0.39 -0.80
H 0.13 -0.12 0.05
H 0.10 0.28 0.38
H 0.29 -0.14 0.38
H 0.04 -0.17 -0.73
H -0.03 -0.10 -0.08
H -0.31 0.15 0.38
H -0.06 0.10 0.12
H -0.14 -0.13 -0.38
H 0.42 -0.28 -0.76
H 0.24 0.54 0.13
H 0.31 -0.01 -0.16
H -0.18 -0.03 -0.30
H 0.47 -0.25 0.03
H 0.31 0.03 -0.30
H 0.34 -0.37 -0.29
H 0.45 -0.06 -0.90
H -0.13 -0.08 -0.45
H 0.42 0.36 0.52
H 0.63 -0.33 0.20
H -0.17 -0.57 0.15
Cl -0.49 -0.50 -0.21

Properties
E_HOMO, eV: -6.84
Electronic energy, eV: -23668.6336
Frontier orbital gap, eV: 6.8
ΔE to the lowest compared entry with this formula, charge and spin, kJ/mol: 92.3
E_LUMO, eV: -0.033
Total charge: 0
Strongest force on any atom, eV/A: 2.0